1.
The following is a quantum chemistry calculation of a structure of composition C17H27MnN2O2P in a non-equilibrium geometry, from OMol25.

```
50
Properties=species:S:1:pos:R:3:forces:R:3
C -3.852016 0.791207 -0.113683 0.1 0.1 0.1
C -3.322307 -0.397955 -0.600573 0.4 -0.1 -0.1
C -1.926033 -0.595475 -0.675477 -1.3 0.5 0.3
C -1.065247 0.391527 -0.204863 -0.3 0.7 0.1
C -1.605000 1.578989 0.299569 -1.1 -0.3 0.0
C -2.988538 1.787699 0.343151 0.3 0.0 -0.1
C -1.492444 -1.902130 -1.291125 -0.1 -0.6 -0.3
C -0.053425 -2.051002 -1.801691 0.4 -0.1 -0.1
N 0.694186 -0.767713 -1.897109 0.6 -0.7 -1.9
Mn 0.978295 0.028731 -0.048674 -1.4 -1.5 0.6
C -0.699124 2.620291 0.896021 0.5 0.2 0.1
P 1.037081 2.311272 0.344314 -1.3 1.8 0.4
H -3.975147 -1.203730 -0.943233 0.0 0.3 0.0
H -3.362526 2.722480 0.761363 -0.1 -0.2 -0.1
H -4.929129 0.940829 -0.084884 0.2 0.0 0.0
H -0.693141 2.544557 1.998284 -0.1 0.0 -0.3
H -0.993789 3.642304 0.608443 0.1 -0.2 0.2
H -1.676213 -2.722278 -0.569278 0.1 0.3 -0.3
H -2.153333 -2.114269 -2.148875 0.0 0.1 0.4
H 0.522987 -2.728359 -1.151967 -0.1 0.4 -0.2
C 1.985446 3.240222 1.581298 0.4 0.4 0.0
C 1.149901 3.328965 -1.171404 0.4 0.2 -0.1
H -0.065112 -2.490419 -2.815053 0.0 0.0 0.2
C 0.061470 0.122905 -2.921709 0.3 -0.4 0.1
C 2.112323 -1.024281 -2.318683 -0.4 -0.2 -0.3
H 2.546360 0.560862 0.691422 1.7 -2.3 -1.0
H 0.226606 -0.315435 -3.920437 0.0 0.1 0.2
H -1.013386 0.220216 -2.761759 0.3 0.0 0.2
H 0.519505 1.117309 -2.872556 -0.1 -0.2 -0.1
H 2.181698 -0.991052 -3.420278 0.2 -0.1 0.4
H 2.759617 -0.246906 -1.889253 0.0 -0.1 -0.3
H 2.449426 -2.003213 -1.954136 -0.1 0.3 0.0
H 1.173262 4.394366 -0.901540 0.0 -0.2 -0.2
H 2.082094 3.064230 -1.690318 -0.2 0.2 0.0
H 0.300537 3.137669 -1.841171 0.2 0.0 0.3
H 1.745650 4.313070 1.523826 0.1 -0.3 0.1
H 1.747169 2.863888 2.586115 0.1 0.1 -0.3
H 3.056158 3.094550 1.384760 -0.2 0.2 0.2
H 2.799048 -0.195613 0.297525 0.3 1.9 1.5
O -0.847858 -0.139384 2.863666 0.8 -0.8 -0.3
C -0.226448 -1.158250 2.583657 0.1 0.4 -0.1
C -0.300815 -2.472097 3.358374 -0.5 0.1 0.3
C 0.757050 -3.353025 2.739845 0.3 -0.4 -0.2
C 1.226078 -2.578148 1.508726 -0.5 0.6 0.1
O 1.957709 -3.012425 0.617814 -0.3 0.4 0.5
N 0.659379 -1.313495 1.519721 0.3 -0.7 0.3
H -0.143599 -2.292608 4.428373 -0.2 0.0 -0.2
H -1.302457 -2.906272 3.221208 0.2 0.3 0.2
H 1.601099 -3.517790 3.422624 -0.1 -0.1 -0.3
H 0.356953 -4.324812 2.429629 0.3 0.1 0.1
```
Forces are in eV/Å.

Results
<S²>: 8.762
orbital gap (alpha / beta): 0.2291 / 0.3069 Ha
multiplicity: 6

2.
The following is a quantum chemistry calculation of a structure of composition ClH12NaO6, from OMol25.

```
20
Properties=species:S:1:pos:R:3:forces:R:3
Na -0.552483 -0.426999 -0.420125 0.1 0.1 -0.4
Cl -0.370464 -0.030440 -3.197059 -0.3 0.0 0.3
O -2.376248 -1.099653 1.195341 0.2 -0.2 0.0
H -2.666667 -2.014244 1.278286 -0.1 0.1 0.0
H -2.862930 -0.604092 1.861184 0.0 0.0 -0.1
O 2.108706 -0.361040 -1.621742 -0.2 0.0 -0.1
H 1.433726 -0.159489 -2.331048 0.2 -0.1 0.3
H 2.543778 -1.159535 -1.934459 0.1 0.1 -0.1
O 0.330735 -2.676349 -0.299953 -0.2 0.0 0.2
H 0.668465 -3.147550 0.467406 0.1 0.0 -0.1
H 0.963115 -2.835467 -1.009175 -0.1 0.2 0.0
O 1.239245 2.829932 0.573612 -0.1 0.2 0.0
H 0.736585 2.019305 0.687072 0.0 -0.2 -0.2
H 1.358547 2.895828 -0.381569 0.1 -0.1 0.1
O 0.460461 0.218929 1.865072 0.0 0.0 0.1
H 1.168910 0.725764 2.283056 0.0 -0.1 -0.1
H 0.455279 -0.626244 2.326278 -0.1 0.0 0.0
O -1.526861 1.769753 -0.371898 0.0 0.1 0.3
H -1.804560 2.187156 -1.196134 0.2 -0.2 -0.1
H -1.307340 2.494437 0.225856 0.0 0.0 -0.1
```
Forces are in eV/Å.

Results
orbital gap: 0.2842 Ha
multiplicity: 1

3.
The following is a quantum chemistry calculation of a structure of composition C2H4O2P in a non-equilibrium geometry, from OMol25.

```
9
Properties=species:S:1:pos:R:3:forces:R:3
C -0.012507 0.068535 1.495670 -1.6 1.1 2.0
C -0.571725 -0.063311 0.299244 2.2 -0.5 0.7
O 1.852876 0.104948 -1.091903 -1.0 0.1 0.5
O 0.091477 -1.500043 -1.956783 -1.0 -2.1 -1.0
P 0.412094 -0.318499 -1.177476 0.3 3.3 -1.1
H -0.547314 0.602814 2.325221 -0.1 -0.6 -0.7
H 0.942487 -0.214465 1.910372 0.5 -0.3 -1.1
H -1.490359 0.329457 -0.050856 -1.1 0.2 0.6
H -0.677030 0.990563 -1.753490 1.9 -1.4 0.2
```
Forces are in eV/Å.

Results
charge: -1
orbital gap: 0.3156 Ha
multiplicity: 1

no.,molecular weight (g/mol)
1,377.33
2,166.53
3,91.03